(1)
{"formula": "C7H5Br3NO2ReSbSe4", "method": "ωB97M-V/def2-TZVPD", "symbols": ["Re", "Br", "C", "C", "C", "C", "C", "N", "C", "O", "O", "H", "H", "H", "Br", "C", "Br", "H", "H", "Se", "Sb", "Se", "Se", "Se"], "coordinates": [[0.5636, 0.8823, -0.5773], [-1.2970, -1.7888, -2.2842], [-1.4045, -1.6090, -0.4135], [-2.1583, -2.5559, 0.2562], [-2.3061, -2.4512, 1.6332], [-1.6855, -1.3892, 2.2875], [-0.9473, -0.5040, 1.5463], [-0.7896, -0.5794, 0.1985], [-0.2309, 0.6449, 2.2043], [-0.1975, 0.8684, 3.3607], [0.3848, 1.4125, 1.2648], [-2.6262, -3.3593, -0.2959], [-2.8863, -3.1853, 2.1777], [-1.7519, -1.2360, 3.3575], [2.8507, -0.3730, 0.8359], [3.5264, 1.4227, 0.9455], [2.6084, 2.5119, -0.4178], [4.5793, 1.4288, 0.6855], [3.2830, 1.8607, 1.9070], [-1.7937, 0.7846, -5.4538], [-0.0383, 1.9750, -4.6641], [-0.6601, 2.4238, -1.5801], [1.1719, -0.4809, -2.2557], [1.8052, 3.2964, -4.7181]], "charge": 3, "de_lowest_ev": 0.000, "spin_multiplicity": 1, "total_energy_ev": -493074.5333, "fmax_ev_per_a": 1.110, "homo_lumo_gap_ev": 6.2137}



(2)
{"formula": "C2H3N3O2", "method": "ωB97M-V/def2-TZVPD", "symbols": ["C", "C", "H", "H", "H", "N", "N", "N", "O", "O"], "coordinates": [[-0.0800, -0.5465, -0.0013], [-0.0613, 0.9386, -0.1808], [-1.7474, -1.7878, 0.6241], [-2.1823, -0.2889, -0.6284], [2.0574, 1.4859, 0.5112], [-1.2675, -1.0457, -0.0207], [1.0199, -1.2562, -0.1391], [1.3280, 1.0413, 0.0140], [1.9119, -0.1818, -0.1229], [-0.9785, 1.6411, -0.0561]], "de_lowest_ev": 6.261, "spin_multiplicity": 1, "total_energy_ev": -10682.1956, "fmax_ev_per_a": 9.510, "homo_lumo_gap_ev": 9.2245}



(3)
{"formula": "C3H7N2O2", "method": "ωB97M-V/def2-TZVPD", "symbols": ["C", "C", "C", "N", "N", "O", "O", "H", "H", "H", "H", "H", "H", "H"], "coordinates": [[-1.8641, -0.1359, 0.1983], [-1.1963, 1.1861, -0.1087], [2.5332, -0.0158, -0.5655], [-1.0167, -1.1799, 0.4027], [2.6522, -0.2021, 0.7004], [1.6631, -0.7976, 1.3103], [-3.1289, -0.3573, 0.0291], [-1.0951, 1.2351, -1.1862], [-0.2764, 1.3791, 0.4813], [-1.9867, 1.8552, 0.0857], [3.4735, 0.3488, -1.0601], [1.6330, -0.2493, -1.1172], [-1.4061, -2.0997, 0.3384], [0.0151, -0.9667, 0.4914]], "charge": -1, "de_lowest_ev": 2.620, "spin_multiplicity": 1, "total_energy_ev": -10299.0155, "fmax_ev_per_a": 3.991, "homo_lumo_gap_ev": 7.0888}



(4)
{"formula": "CH29MnO17", "method": "ωB97M-V/def2-TZVPD", "symbols": ["Mn", "C", "O", "O", "O", "H", "O", "H", "H", "O", "H", "H", "O", "H", "H", "O", "H", "H", "O", "H", "H", "O", "H", "H", "O", "H", "H", "O", "H", "H", "O", "H", "H", "O", "H", "H", "O", "H", "H", "O", "H", "H", "O", "H", "H", "O", "H", "H"], "coordinates": [[-2.9020, -1.3772, 1.1241], [0.0717, -0.5334, 0.0504], [1.2649, -0.8477, 0.0056], [-0.4070, 0.5249, -0.5911], [-0.7357, -1.2064, 0.7220], [0.2455, 1.0954, -0.8863], [-1.1445, 3.3100, 0.4158], [-1.0046, 3.4655, -0.5113], [-2.0638, 3.6045, 0.4983], [-2.2754, -1.7108, 3.1345], [-1.4077, -1.9537, 3.4687], [-2.7507, -1.0707, 3.7490], [1.3826, 2.2629, 1.0686], [0.4840, 2.4745, 0.8161], [1.9173, 2.3405, 0.2492], [2.4478, -2.9875, -1.4920], [2.2897, -2.4706, -0.6802], [1.5641, -3.2137, -1.8301], [0.1913, 0.5670, 3.1322], [0.8583, 0.5630, 3.8120], [0.5802, 0.9369, 2.3525], [1.7134, 2.6649, -2.7808], [2.1872, 2.6723, -3.6086], [1.7887, 3.5382, -2.3842], [0.8498, -2.2733, 2.6711], [1.7476, -1.9334, 2.5452], [0.3849, -1.8207, 2.0070], [-2.3836, -3.2395, 0.1112], [-2.7771, -4.0728, 0.2924], [-1.6144, -3.3873, -0.4040], [-1.6628, -1.4287, -2.4974], [-2.5636, -1.4993, -2.1366], [-1.1625, -0.9176, -1.8783], [-2.6375, 0.9129, 1.1569], [-3.2440, 1.5033, 1.6273], [-1.8650, 1.3817, 0.9746], [3.2930, -1.4491, 1.7910], [4.1832, -1.7558, 1.5562], [2.7646, -1.3642, 0.9832], [1.0620, -0.0199, -3.6066], [1.1385, 0.8886, -3.2352], [1.5889, -0.0280, -4.3748], [-3.0968, 1.4942, -1.8326], [-3.7904, 2.2060, -1.7047], [-2.5933, 1.4864, -0.9971], [3.0369, 0.8573, -0.8537], [2.7499, 1.4507, -1.5608], [2.2963, 0.3597, -0.4682]], "charge": 1, "de_lowest_ev": 0.000, "spin_multiplicity": 6, "total_energy_ev": -67630.4074, "fmax_ev_per_a": 4.156, "homo_lumo_gap_ev": [7.1747, 6.9365]}



Which formula does entry 2 have?
C2H3N3O2



Please write out number 2 again, unchanged.
{"formula": "C2H3N3O2", "method": "ωB97M-V/def2-TZVPD", "symbols": ["C", "C", "H", "H", "H", "N", "N", "N", "O", "O"], "coordinates": [[-0.0800, -0.5465, -0.0013], [-0.0613, 0.9386, -0.1808], [-1.7474, -1.7878, 0.6241], [-2.1823, -0.2889, -0.6284], [2.0574, 1.4859, 0.5112], [-1.2675, -1.0457, -0.0207], [1.0199, -1.2562, -0.1391], [1.3280, 1.0413, 0.0140], [1.9119, -0.1818, -0.1229], [-0.9785, 1.6411, -0.0561]], "de_lowest_ev": 6.261, "spin_multiplicity": 1, "total_energy_ev": -10682.1956, "fmax_ev_per_a": 9.510, "homo_lumo_gap_ev": 9.2245}